#1
This record from OMol25 describes the molecule C22H35N3O5S. The level of theory is the ωB97M-V functional and the def2-TZVPD basis.

For the HOMO energy, the calculation gives -7.812 eV. As for the structure (SMILES): COCCCNC(=O)CNC(=S)N(Cc1cc(OC)c(OC)c(OC)c1)C1CCCC1. The orbital gap is 8.56 eV.

CARTESIAN COORDINATES (ANGSTROEM)
C -4.55106 -3.82278 0.17598
O -4.21202 -2.63489 0.84953
C -5.11405 -1.56214 0.65489
C -4.97634 -0.85849 -0.70068
C -3.65087 -0.10941 -0.81887
N -2.53716 -1.03083 -0.73548
C -1.44679 -0.93915 -1.49485
O -1.27317 -0.08720 -2.35245
C -0.37889 -2.00289 -1.23162
N 0.90270 -1.39818 -1.48266
C 1.97373 -1.57405 -0.68228
S 2.08817 -2.93541 0.26138
N 2.93275 -0.61226 -0.69885
C 2.57144 0.75865 -1.01896
C 1.27959 1.17133 -0.34326
C 0.98726 0.69650 0.92668
C -0.22915 0.99319 1.52686
O -0.61255 0.53595 2.74676
C 0.21796 -0.39495 3.40107
C -1.15985 1.79007 0.84708
O -2.39788 1.99945 1.42491
C -2.65455 3.33299 1.81707
C -0.85582 2.28267 -0.42779
O -1.82091 3.02764 -1.03288
C -1.72749 3.21595 -2.42799
C 0.36886 1.97326 -1.01006
C 4.25319 -0.88816 -0.17123
C 4.53472 -0.25404 1.20515
C 6.01789 0.09840 1.16223
C 6.21286 0.59128 -0.26921
C 5.38208 -0.38758 -1.10236
H -3.83778 -4.57602 0.50562
H -5.56585 -4.14552 0.43542
H -4.48074 -3.71563 -0.91203
H -4.88496 -0.85352 1.45545
H -6.14519 -1.92165 0.78309
H -5.79469 -0.14499 -0.79969
H -5.06341 -1.58692 -1.50915
H -3.57724 0.40772 -1.77857
H -3.57112 0.63045 -0.01490
H -2.61168 -1.72493 -0.00231
H -0.41344 -2.38204 -0.20649
H -0.54537 -2.84588 -1.91601
H 0.82071 -0.56094 -2.04794
H 3.38655 1.39863 -0.67233
H 2.48385 0.90241 -2.10447
H 1.69789 0.06557 1.43281
H -0.32890 -0.69868 4.29204
H 0.41305 -1.27363 2.77884
H 1.17055 0.05548 3.69941
H -3.65212 3.32927 2.25298
H -2.62906 4.01206 0.96087
H -1.93031 3.66589 2.56822
H -2.68061 3.64802 -2.72968
H -1.57540 2.25987 -2.93516
H -0.92161 3.91046 -2.68744
H 0.60116 2.32589 -2.00160
H 4.30617 -1.97567 -0.07824
H 4.28443 -0.93743 2.01470
H 3.94701 0.65698 1.32978
H 6.29088 0.84577 1.90602
H 6.61912 -0.79562 1.33143
H 7.25937 0.60286 -0.56962
H 5.82251 1.60665 -0.36598
H 4.98260 0.07216 -2.00477
H 5.99898 -1.23201 -1.40838

#2
This record from OMol25 describes the molecule C22H35N3O5S. The level of theory is the ωB97M-V functional and the def2-TZVPD basis.

For the HOMO energy, the calculation gives -7.984 eV. As for the structure (SMILES): CC(C)CN(CC(C)C)S(=O)(=O)N1CCC(C(=O)NCc2ccc3c(c2)OCO3)CC1. The orbital gap is 8.70 eV.

CARTESIAN COORDINATES (ANGSTROEM)
C 4.49085 0.17482 -4.16049
C 3.33102 0.92869 -3.50954
C 3.57379 1.07147 -2.01097
C 1.94393 0.31614 -3.80262
N 1.61508 -0.93620 -3.15884
C 2.23141 -2.17886 -3.57998
C 1.22969 -3.16393 -4.20037
C 0.67006 -2.61731 -5.51098
C 1.91867 -4.50669 -4.43243
S 1.05931 -0.92841 -1.60850
O 1.95519 -1.62176 -0.73253
O 0.68527 0.41392 -1.25784
N -0.29194 -1.91136 -1.77138
C -1.38611 -1.29579 -2.49422
C -2.14876 -0.26314 -1.66205
C -2.56721 -0.85062 -0.30922
C -3.18004 0.22239 0.58913
O -4.31169 0.14268 1.02217
N -2.36250 1.26377 0.84529
C -2.71839 2.31804 1.77335
C -2.01257 2.13801 3.09392
C -2.35541 1.06263 3.90115
C -1.71804 0.82067 5.11427
C -0.72803 1.69844 5.48445
C -0.37598 2.78051 4.67712
C -0.99823 3.01894 3.47664
O 0.62999 3.48959 5.27997
C 0.90134 2.82003 6.49223
O 0.04824 1.70266 6.61386
C -1.37626 -1.51211 0.39653
C -0.71825 -2.53071 -0.53112
H 4.69734 -0.75214 -3.63238
H 4.28023 -0.04489 -5.20567
H 5.39042 0.78609 -4.12090
H 3.29700 1.93098 -3.95499
H 4.53818 1.54139 -1.82966
H 3.56385 0.09685 -1.52795
H 2.79565 1.67478 -1.55234
H 1.82750 0.18257 -4.88286
H 1.18827 1.02320 -3.45422
H 3.00908 -1.96295 -4.31117
H 2.68876 -2.63650 -2.69795
H 0.41019 -3.30052 -3.49154
H 0.18219 -1.66026 -5.34770
H 1.46859 -2.48156 -6.23836
H -0.05911 -3.30682 -5.93006
H 2.29500 -4.91057 -3.49604
H 1.22041 -5.22219 -4.85970
H 2.75509 -4.39334 -5.11943
H -2.05766 -2.09884 -2.81587
H -0.95290 -0.82308 -3.37674
H -1.49563 0.59526 -1.51190
H -3.03337 0.06472 -2.21113
H -3.34210 -1.60829 -0.47178
H -1.40735 1.23935 0.52190
H -2.46692 3.28561 1.33145
H -3.80123 2.24915 1.91043
H -3.14213 0.39967 3.57563
H -1.98762 -0.01252 5.74080
H -0.71494 3.85756 2.86227
H 0.73282 3.50623 7.33805
H 1.95133 2.48539 6.50169
H -0.62214 -0.76704 0.65737
H -1.71227 -2.00050 1.31280
H -1.41421 -3.33732 -0.78233
H 0.17373 -2.95350 -0.06913

Name the least stable of them. #1.

#1
This record from OMol25 describes a cluster of 2 separate species, C4H9O2S2 in total. The level of theory is the ωB97M-V functional and the def2-TZVPD basis.

For the HOMO energy, the calculation gives -3.657 eV. The orbital gap is 7.18 eV. Its total charge is -1.

CARTESIAN COORDINATES (ANGSTROEM)
C -0.82592 0.72500 -2.42460
C -1.19906 1.11275 1.34717
C -1.17343 1.01952 -0.98707
C -0.64268 0.52822 0.13692
O 0.97117 -2.11354 2.55745
O 3.42536 -2.32304 2.38362
S 2.15510 -1.90416 -0.43427
S 2.22711 -1.64132 1.92027
H -1.39876 -0.14897 -2.79781
H -1.22791 1.52558 -3.19319
H 0.20786 0.40956 -2.46059
H -0.50567 1.59639 1.97904
H -1.81376 1.93340 1.22781
H -1.58856 0.37190 2.01386
H 3.12012 -2.84533 -0.49256
H -1.95809 1.76047 -1.00630
H 0.22711 -0.00643 0.23026

#2
This record from OMol25 describes a cluster of 2 separate species, C4H9O2S2 in total. The level of theory is the ωB97M-V functional and the def2-TZVPD basis.

For the HOMO energy, the calculation gives -3.976 eV. The orbital gap is 7.46 eV. Its total charge is -1.

CARTESIAN COORDINATES (ANGSTROEM)
C -1.08825 -0.74885 1.13481
C 1.08342 0.55200 0.79589
C -0.37192 1.15647 2.60072
C -0.08963 0.28792 1.64166
O 0.43438 1.10813 -3.05549
O 0.39052 -0.54861 -4.85583
S -0.28668 -1.63526 -2.29604
S 0.95437 -0.17842 -3.53244
H -0.74611 -1.03828 0.12640
H -1.03541 -1.54626 1.82045
H -2.02316 -0.27795 1.44619
H 1.89664 0.67163 1.45693
H 0.95235 1.49339 0.33546
H 1.23812 -0.30174 0.06370
H 0.52209 1.93980 2.66872
H -0.59086 -2.14537 -3.59954
H -1.23987 1.21140 3.24842

Name the least stable of them. #2.

#1
This record from OMol25 describes a cluster of 4 separate species, C3H12O3 in total. The level of theory is the ωB97M-V functional and the def2-TZVPD basis.

For the HOMO energy, the calculation gives -9.254 eV. As for the structure (SMILES): C=CC.O.O.O. The orbital gap is 9.76 eV.

CARTESIAN COORDINATES (ANGSTROEM)
C -1.40081 -0.83041 -0.49431
C -1.37563 -2.08571 -0.03883
C -0.47948 -2.42323 1.08885
H -2.17094 -0.60246 -1.21111
H -0.68587 -0.11062 -0.17344
H -1.99454 -2.83036 -0.54071
H 0.53914 -2.76681 0.81331
H -0.35939 -1.62213 1.81688
H -0.73168 -3.27534 1.71947
O -0.06544 3.30282 -0.19206
H -0.61881 2.63967 -0.63991
H 0.58320 3.29624 -0.92984
O 1.38196 1.42269 -2.55673
H 1.77676 1.81618 -3.34572
H 2.09803 1.37381 -1.92336
O 1.31763 0.58698 1.96869
H 1.51306 0.82415 2.88353
H 0.67280 1.28452 1.75531

#2
This record from OMol25 describes a cluster of 3 separate species, C3H12O3 in total. The level of theory is the ωB97M-V functional and the def2-TZVPD basis.

For the HOMO energy, the calculation gives -10.028 eV. As for the structure (SMILES): CO.CO.CO. The orbital gap is 10.63 eV.

CARTESIAN COORDINATES (ANGSTROEM)
C -1.38534 -2.03337 3.68079
O -1.68355 -2.01042 2.33883
H -0.82987 -2.96001 3.82530
H -0.79955 -1.22865 4.12507
H -2.32085 -2.09873 4.23634
H -0.94911 -2.00668 1.72062
C 2.23322 -1.27112 -0.92511
O 2.13961 -2.38702 -0.01997
H 2.19573 -1.59835 -1.96415
H 1.49699 -0.49668 -0.70991
H 3.22849 -0.83685 -0.83053
H 3.03615 -2.72602 -0.07369
C -0.74509 3.77321 -2.55469
O -2.02955 3.41939 -2.02833
H -0.79094 4.61075 -3.25078
H -0.08699 4.07267 -1.73901
H -0.32932 2.94419 -3.12739
H -2.38002 2.83370 -2.70341

#3
This record from OMol25 describes a cluster of 3 separate species, C3H12O3 in total. The level of theory is the ωB97M-V functional and the def2-TZVPD basis.

For the HOMO energy, the calculation gives -10.064 eV. As for the structure (SMILES): CO.CO.CO. The orbital gap is 10.71 eV.

CARTESIAN COORDINATES (ANGSTROEM)
C 17.60199 3.71876 7.48602
O 18.35316 4.07586 8.64032
H 17.40234 2.64391 7.43203
H 16.64344 4.23981 7.48044
H 18.18383 3.92685 6.59048
H 17.90758 3.70852 9.41330
C 18.10365 4.49776 12.15229
O 17.48153 3.42921 11.47115
H 18.62929 4.17417 13.05621
H 18.81557 5.13867 11.63285
H 17.33237 5.21415 12.46650
H 16.98716 2.91770 12.11273
C 20.54760 5.90453 6.69753
O 21.88601 6.32660 6.64399
H 20.31218 5.12258 7.42245
H 19.78121 6.67569 6.85055
H 20.30480 5.55094 5.69375
H 22.19119 6.67936 7.48235

Name the least stable of them. #2.

#1
This record from OMol25 describes a cluster of 2 separate species, C7H11FN in total. The level of theory is the ωB97M-V functional and the def2-TZVPD basis.

For the HOMO energy, the calculation gives -13.883 eV. The orbital gap is 10.56 eV. Its total charge is +1.

CARTESIAN COORDINATES (ANGSTROEM)
C -0.53580 -1.36644 1.91978
N 0.63042 -0.77506 1.19152
H -1.17417 -1.93535 1.22306
H -1.14262 -0.56995 2.38236
H -0.18635 -2.04824 2.71328
H 1.20587 -1.52243 0.75346
H 0.30591 -0.13121 0.44203
H 1.23556 -0.23744 1.84449
F -0.26778 -4.38348 1.50800
C 2.67236 -2.11592 -0.26290
C 1.50842 -2.42440 -0.96761
C 2.83772 -2.57757 1.04326
C 0.50675 -3.19281 -0.37414
C 1.84537 -3.34704 1.65083
C 0.69855 -3.63820 0.92595
H 3.45712 -1.51066 -0.73558
H 1.37398 -2.06323 -1.99575
H 3.75208 -2.33724 1.60165
H -0.41916 -3.45067 -0.90500
H 1.94880 -3.72351 2.67708

#2
This record from OMol25 describes the ion C7H11FN with charge +1. The level of theory is the ωB97M-V functional and the def2-TZVPD basis.

For the HOMO energy, the calculation gives -12.231 eV. As for the structure (SMILES): C\C(F)=C/C=C\C=C\[NH3+]. The orbital gap is 8.23 eV. Its total charge is +1.

CARTESIAN COORDINATES (ANGSTROEM)
C 1.31500 0.60383 -1.33932
C 1.92715 0.30694 -0.07301
F 2.73109 1.31974 0.32148
C 1.99272 -0.76222 0.70065
C 1.16387 -1.91247 0.54375
C -0.15897 -1.91608 0.33918
C -1.03687 -0.83397 0.31960
C -0.80464 0.35726 0.84254
N -1.79133 1.45438 0.59676
H 2.04928 1.12465 -2.00207
H 0.39696 1.25351 -1.20410
H 0.96946 -0.17446 -1.91509
H 2.78419 -0.83686 1.44075
H 1.59007 -2.82235 0.47387
H -0.58292 -2.79023 0.09032
H -1.88134 -1.04556 -0.43780
H -0.07760 0.53968 1.71037
H -1.75572 2.37226 1.09793
H -2.72505 1.04237 0.67967
H -1.66256 1.64188 -0.36491

Name the least stable of them. #2.